(1)
9
Properties=species:S:1:pos:R:3:forces:R:3 method="wB97M-V/def2-TZVPD" total_charge=-2 e_tot_ha=-1060.222386 multiplicity=1 e_lumo_ev=7.08 homo_lumo_gap_ev=6.54 homo_energy_ev=0.54 e_above_lowest_kj_mol=237.60
O 2.3448 -0.0415 0.0373 0.7 1.2 1.0
O -2.1191 -1.9274 0.1665 0.5 0.8 0.3
O 0.2865 -1.7431 -0.4936 1.4 -0.4 -0.9
O -2.2465 1.7559 0.4028 -0.3 -0.5 -0.5
O 0.1849 2.0615 -0.0318 0.1 -0.9 -0.4
P -1.0525 1.2317 -0.3682 -0.2 2.7 0.6
P -0.8243 -1.1293 0.2786 -1.8 -1.9 0.9
H 1.8188 -0.6825 -0.4137 -0.8 -1.4 -0.7
H 1.6074 0.4746 0.4222 0.5 0.4 -0.3

---

(2)
86
Properties=species:S:1:pos:R:3:forces:R:3 method="wB97M-V/def2-TZVPD" total_charge=+2 e_tot_ha=-7186.467623 multiplicity=1 e_lumo_ev="-7.52 / -7.93" homo_lumo_gap_ev="3.89 / 3.43" homo_energy_ev="-11.40 / -11.36" e_above_lowest_kj_mol=294.53
N -7.1305 5.5358 -6.6915 -0.1 0.2 0.0
C -6.8752 6.1244 -5.5220 -0.1 -0.1 -0.1
C -6.0178 5.5744 -4.5762 0.5 -0.8 -0.3
C -5.3626 4.3531 -4.8689 -0.6 0.5 -1.0
C -5.6909 3.7119 -6.1027 0.0 1.3 1.1
C -6.5659 4.3604 -6.9690 0.2 -0.1 0.3
C -4.3753 3.8028 -3.9342 -0.2 -0.1 -0.1
Pb 0.7459 1.8865 -1.1059 -0.9 -1.2 0.6
P 5.5283 -0.7190 -1.0008 3.0 -1.2 -0.8
C -3.4944 2.8400 -4.2673 -1.0 0.3 -1.2
C -2.7361 2.0695 -3.3233 -0.1 0.1 -0.2
C -1.6545 1.3225 -3.7934 0.8 0.3 -0.7
C -0.7902 0.7026 -2.8973 -1.4 0.0 0.0
C -1.2129 0.5276 -1.5352 3.4 2.1 0.5
C -2.1641 1.4467 -1.0600 -1.7 0.3 -0.8
C -3.0167 2.1297 -1.9628 0.7 -0.3 1.0
Br 1.1241 -1.0430 0.8066 0.8 0.9 0.0
H -4.3991 4.2305 -2.9219 -0.1 -0.3 -0.4
H -3.3849 2.5712 -5.3410 -0.1 0.1 0.9
H -5.8363 6.0926 -3.6424 0.0 0.0 0.0
H -5.2792 2.7568 -6.3546 0.1 -0.3 -0.1
H -7.3823 7.0824 -5.3225 0.3 -0.5 -0.2
H -6.8148 3.9051 -7.9287 0.0 0.2 0.2
H -1.4663 1.3365 -4.8859 0.1 0.0 0.8
H -3.8697 2.7344 -1.6184 0.7 -0.3 0.0
H 0.1708 0.3689 -3.2664 0.0 -0.8 -0.2
H -2.3257 1.6682 -0.0089 -0.1 -0.5 0.0
P -0.5819 -1.9086 -0.9365 -0.8 -2.1 -0.6
C 5.1864 1.0347 -0.8591 -0.7 1.1 0.2
C 6.3886 1.9305 -1.2894 -0.2 -0.2 0.0
H 4.9372 1.2504 0.1896 0.1 -0.1 -0.1
H 4.2843 1.2936 -1.4358 -0.1 0.2 -0.1
H 6.2710 2.9641 -0.9048 0.0 -0.6 -0.3
H 7.3264 1.5084 -0.8841 -0.5 0.2 -0.2
H 6.4668 1.9609 -2.3924 0.1 0.0 0.6
C 4.9787 -1.2856 -2.6671 -0.6 0.1 -0.3
C 5.8297 -2.4136 -3.3118 -0.1 0.2 0.2
H 4.9999 -0.4035 -3.3331 0.0 -0.2 0.3
H 3.9235 -1.6065 -2.5866 0.2 0.1 -0.3
H 5.5857 -2.4939 -4.3879 0.1 -0.1 0.5
H 6.9050 -2.1896 -3.2167 -0.4 -0.1 0.0
H 5.6337 -3.3840 -2.8250 0.1 0.4 -0.2
C 4.6739 -1.7333 0.2090 -1.2 -0.4 0.9
C 5.5097 -2.0319 1.4848 -0.1 0.0 -0.3
H 4.4120 -2.6942 -0.2644 0.2 0.3 -0.1
H 3.6987 -1.2997 0.4856 0.2 -0.1 0.1
H 4.9751 -2.7546 2.1335 0.3 0.4 -0.3
H 6.4772 -2.4814 1.1953 -0.4 0.3 0.2
H 5.6939 -1.1009 2.0535 0.0 -0.5 -0.2
C -0.5915 -3.4396 0.1623 0.2 0.7 0.8
C -1.7161 -4.4458 0.0597 -0.3 -0.3 -0.1
H -0.5782 -3.0223 1.1803 0.1 -0.4 -0.2
H 0.3724 -3.9456 0.0026 -0.2 0.4 0.1
H -2.6652 -4.0353 0.4239 0.2 -0.1 -0.2
H -1.8425 -4.8421 -0.9556 -0.1 0.0 0.3
H -1.4705 -5.2913 0.7167 -0.1 0.1 -0.2
C 0.5910 -2.4946 -2.2477 0.6 0.6 -0.1
C 0.0895 -2.4777 -3.6915 0.0 0.0 -0.4
H 0.8995 -3.5171 -1.9691 -0.1 0.5 0.0
H 1.4889 -1.8565 -2.1589 -0.2 -0.3 0.0
H -0.6708 -3.2408 -3.8870 0.1 0.2 0.1
H -0.3195 -1.5072 -3.9856 0.0 -0.3 0.0
H 0.9232 -2.6763 -4.3781 -0.1 0.0 0.2
C -2.2153 -2.0623 -1.7532 0.2 0.1 -0.5
C -3.3753 -1.6744 -0.8566 -0.7 0.1 0.1
H -2.2865 -3.0835 -2.1401 -0.1 0.1 0.1
H -2.1593 -1.3993 -2.6223 -0.2 -0.3 0.1
H -4.0674 -1.0319 -1.4161 0.0 -0.2 0.2
H -3.9319 -2.5535 -0.5081 0.1 0.3 -0.1
H -3.0508 -1.0992 0.0192 -0.1 -0.1 -0.1
C 0.5300 2.4795 3.6066 0.0 0.7 0.1
N 0.3420 1.1555 4.1363 0.1 -1.8 0.0
C 1.0413 0.6163 5.2153 -1.1 -0.2 -1.0
C 0.6367 -0.6837 5.3297 -0.3 0.2 0.0
N -0.2968 -0.9282 4.3456 0.8 1.3 -0.8
C -0.8821 -2.2218 4.0875 -0.2 -0.5 0.4
C -0.4363 0.1861 3.5454 1.4 -0.1 2.5
Se -1.2609 0.3545 1.9390 -0.6 -0.1 -0.6
H 0.4949 3.1825 4.4394 0.1 0.1 -0.2
H -0.2832 2.6913 2.9163 0.1 0.1 0.1
H 1.4844 2.5702 3.0811 -0.1 -0.1 0.1
H 1.7295 1.2079 5.7815 0.1 0.1 0.2
H 0.9103 -1.4576 6.0470 -0.1 0.4 -0.3
H -0.1463 -2.9236 3.6839 0.0 0.2 0.0
H -1.2496 -2.6067 5.0411 -0.1 -0.1 -0.2
H -1.7053 -2.0946 3.3961 -0.1 -0.1 -0.1

---

(3)
58
Properties=species:S:1:pos:R:3:forces:R:3 method="wB97M-V/def2-TZVPD" e_tot_ha=-2843.448355 multiplicity=1 e_lumo_ev=-1.21 homo_lumo_gap_ev=5.56 homo_energy_ev=-6.77
Li -2.5726 -0.6525 -0.1275 0.3 0.1 -0.5
Cl -7.7709 -3.3647 -3.5140 0.1 0.1 -0.2
C -6.6721 -2.6609 -2.3623 -1.2 -0.4 0.7
C -7.1512 -2.2979 -1.1313 1.3 0.5 0.5
C -6.2795 -1.8448 -0.1321 -0.2 0.5 0.5
I -7.1184 -1.2876 1.7468 0.3 -0.2 -0.6
C -4.9127 -1.5820 -0.3128 0.0 0.3 0.6
O -4.1509 -1.0273 0.5719 -0.6 -0.5 -0.7
C -4.4351 -1.9675 -1.6222 -0.1 0.3 -0.7
N -3.1356 -1.6293 -1.9162 0.0 -0.5 1.6
C -2.5104 -2.0544 -2.9846 -2.3 0.7 -0.3
C -3.2901 -2.6919 -3.9787 0.2 -0.8 -0.2
C -4.6411 -2.9308 -3.7814 0.0 -0.2 -1.2
C -5.3199 -2.5560 -2.5971 2.7 0.5 -0.3
H -8.1686 -2.2728 -0.8623 -1.2 -0.4 -0.1
H -1.5147 -1.6793 -3.1207 0.5 -0.3 -0.2
H -2.7644 -3.0404 -4.8703 -0.5 0.1 0.1
H -5.2563 -3.3875 -4.5875 0.7 0.3 0.6
S -0.8048 0.8844 -1.6121 -0.1 0.1 0.7
C 0.3256 1.2328 -0.4432 0.8 -0.2 -1.0
N 1.5911 1.6093 -0.7355 -0.1 -0.1 -0.2
C 2.5221 2.0146 0.3287 1.7 -0.4 -0.5
C 1.7635 2.7982 1.3341 -1.4 0.6 -0.4
N 0.6888 1.9129 1.8595 0.9 1.0 -1.2
C 0.2807 2.1912 3.2153 -0.6 -0.7 0.2
C 1.2155 1.6196 4.2523 0.2 0.1 0.0
C 1.3540 2.2563 5.4570 -0.6 1.0 0.7
C 2.0684 1.6947 6.5008 0.2 -0.6 -0.3
C 2.7064 0.4633 6.3169 0.7 -0.5 0.2
C 2.6005 -0.2095 5.0857 0.2 0.8 0.1
C 1.8823 0.4207 4.0826 -0.9 -0.9 -1.2
C 0.0496 1.0756 1.0179 -0.1 0.0 1.1
S -0.9370 -0.1207 1.5838 -0.1 0.0 0.1
C 2.0552 1.7070 -2.1267 0.3 -0.8 -0.5
C 3.0240 0.5739 -2.5392 -0.8 -0.1 0.3
C 4.1344 0.8552 -3.2783 0.5 -0.1 -0.2
C 5.0046 -0.1574 -3.6835 0.7 1.0 -0.6
C 4.6995 -1.4690 -3.4296 1.0 -0.6 0.0
C 3.5242 -1.7967 -2.7687 0.5 -0.5 -0.8
C 2.7363 -0.7751 -2.3191 -1.2 0.3 1.3
H 3.3126 2.6418 -0.1462 -0.6 -0.4 0.3
H 3.0788 1.1672 0.8217 -0.8 0.4 -0.6
H 1.3310 3.6829 0.8067 0.0 -0.5 0.4
H 2.3574 3.2121 2.1413 0.2 -0.4 0.2
H -0.7024 1.6704 3.3206 0.5 0.8 0.1
H 0.2186 3.2949 3.3213 -0.2 -0.6 0.0
H 0.8252 3.2071 5.6151 0.3 -0.4 0.0
H 2.0772 2.2261 7.4369 0.3 -0.1 0.2
H 3.3567 0.0213 7.1003 -0.7 0.4 -0.4
H 3.0852 -1.1645 4.8452 -0.2 0.5 0.5
H 1.6676 -0.0767 3.1267 0.5 -0.1 0.4
H 2.5297 2.6757 -2.2749 0.2 0.0 0.1
H 1.1998 1.6719 -2.8235 0.2 0.0 0.7
H 4.3131 1.8771 -3.5051 0.5 0.7 -0.3
H 5.9296 0.1209 -4.2243 -0.6 -0.3 0.4
H 5.4512 -2.2337 -3.6579 -0.6 0.2 -0.2
H 3.2485 -2.8517 -2.7570 -0.1 0.3 0.7
H 1.8997 -0.9964 -1.6630 -0.3 -0.1 -0.3

---

(4)
18
Properties=species:S:1:pos:R:3:forces:R:3 method="wB97M-V/def2-TZVPD" total_charge=+2 e_tot_ha=-397.421141 multiplicity=1 e_lumo_ev=-12.12 homo_lumo_gap_ev=6.59 homo_energy_ev=-18.71 e_above_lowest_kj_mol=306.89
C 0.6817 -1.3205 -0.1230 3.3 1.6 0.7
C 0.5780 0.0599 -0.0723 0.1 -0.7 0.1
C -2.7583 1.0197 0.0009 -0.6 -0.6 -0.7
C -1.4070 -0.8599 -0.0345 -3.4 2.5 -0.6
C -2.8606 -0.4919 -0.1372 1.2 0.8 1.6
C 2.6343 1.5644 -0.2329 1.0 2.4 6.1
N -1.5469 1.4001 0.1011 -1.1 3.3 -0.2
N -0.5605 -1.8308 -0.0614 2.2 -2.1 -0.3
N -0.7873 0.3421 0.0185 3.3 -3.6 -0.1
H 1.5962 -1.9611 -0.0474 -1.1 0.8 -0.3
H 1.4856 0.8418 0.0002 -1.4 -0.7 0.2
H -3.5822 1.7385 -0.1172 0.4 -0.4 0.5
H -3.3858 -0.9077 0.6846 -0.7 -0.3 1.4
H -3.4592 -0.8286 -0.9223 -0.5 -0.6 -1.9
H 3.3619 0.9879 0.2900 0.1 -1.4 0.4
H 2.8127 1.6649 -1.1900 -0.2 0.2 -5.3
H 2.4743 2.4878 0.4290 -0.9 -1.2 -1.2
H -0.5324 -2.8533 -0.0671 -1.6 0.2 0.0